No. 1
Formula: C33H35BO3S
Source: OMol25
Level of theory: wB97M-V/def2-TZVPD

The electronic energy is -1927.25756 Eh. The HOMO-LUMO gap is 7.12 eV. As for the LUMO energy: -0.1 eV. The calculation puts the relative energy (zero: lowest compared OMol25 entry of this formula, charge and spin) at 0.0 kcal/mol. The highest occupied orbital energy comes out at -7.2 eV.

Geometry as ORCA input:
```
! wB97M-V def2-TZVPD RIJCOSX def2/J DEFGRID3
* xyz 0 1
H -4.37678 0.58498 0.76319
H 1.47435 -3.18315 -1.88041
H -2.44958 2.55801 -2.86305
C -4.65543 0.06896 1.68012
H 3.45017 0.59362 -2.44590
C -2.20558 3.22097 -0.81277
C -1.84549 -0.29061 0.63823
C 2.74675 -2.41346 0.56139
H 0.16553 2.04860 1.35328
C 0.18647 1.80503 -0.81597
H -3.85225 4.13378 -1.80357
C 4.58694 4.51143 -0.12107
C -0.59563 -3.87743 2.30609
B 0.66623 -0.49526 -0.56949
H 1.60003 2.40778 -3.18970
H 3.83000 3.85506 -2.86609
H 4.13016 5.25267 0.54559
C 3.25030 3.42874 -2.05933
C -0.51514 -3.48443 -0.46989
H 4.15473 -0.21908 1.17636
H -0.54904 -3.33999 -1.55513
C 2.09292 2.63151 -2.23248
H 2.81934 -2.20763 1.63306
H 5.12886 5.02428 -0.91560
H 3.24801 -3.18807 -2.17686
C -1.43881 3.12076 0.36209
C -0.69934 1.70174 -1.94448
C -5.33674 -1.34314 4.00003
H -0.39013 -5.64305 -0.59335
C -0.39446 -4.95857 1.45671
H -1.68851 3.72922 1.24055
C -6.31828 -0.64727 3.28463
C 1.53082 2.21356 -1.02795
C -0.37422 2.25892 0.42133
O -1.56258 -1.74627 2.47112
H -2.36813 0.54058 0.17948
C -0.41012 -4.76752 0.07106
C -2.32884 -0.81373 1.80121
H -3.18922 5.07695 -0.44192
H 1.80857 -2.95021 0.41092
H 2.12672 -2.56304 -3.38716
H 4.89289 -1.02907 -0.21322
C -1.83684 2.47991 -1.95025
C 2.45424 -1.22239 -1.75646
H 3.58078 -3.05115 0.26661
H -3.24572 -1.83519 4.14499
C 2.31772 -2.63197 -2.30738
H -6.73314 0.61649 1.58829
C 3.54454 3.65666 -0.71559
H -0.21272 -5.94868 1.89820
C -3.64713 -0.62905 2.39377
H -1.21223 -1.01749 -1.18445
O 1.66239 -0.32768 0.35169
H 5.28992 3.90126 0.45759
C -0.79260 -0.93545 -0.18456
C 4.06249 -0.39418 0.10776
H -0.73328 -3.96549 3.38478
C -0.62888 -2.35028 0.36211
C -4.00958 -1.31214 3.57404
H 4.43069 -0.91897 -2.52374
C -5.97195 0.06417 2.13644
H 4.13197 0.57157 -0.38211
H 3.12782 -0.61928 -3.70350
C 2.77192 -1.09737 -0.19075
H -0.35555 1.20382 -2.85782
H -5.58432 -1.91032 4.89587
C -0.81831 -2.62474 1.71677
O 1.12629 -0.64465 -1.87873
S 2.48306 2.77553 0.32868
H -7.34823 -0.67472 3.63379
C -3.43305 4.06783 -0.79745
H -4.19237 3.64418 -0.12538
C 3.42658 -0.47642 -2.65425
*
```


No. 2
Formula: C33H35F5N4OP2Ru
Source: OMol25
Level of theory: wB97M-V/def2-TZVPD

The electronic energy is -2848.84740 Eh. The HOMO-LUMO gap (alpha / beta) is 6.63 / 2.76 eV. As for the expectation value of S²: 6.066. As for the LUMO energy (alpha / beta): -5.5 / -9.3 eV. The calculation puts the relative energy (zero: lowest compared OMol25 entry of this formula, charge and spin) at 6.7 kcal/mol. The highest occupied orbital energy (alpha / beta) comes out at -12.1 / -12.1 eV.

Geometry as ORCA input:
```
! wB97M-V def2-TZVPD RIJCOSX def2/J DEFGRID3
* xyz 2 5
H -1.84765 -4.28387 0.76737
N 0.32865 1.18445 -3.49943
H 2.91645 1.97211 -2.48292
C 0.43042 5.70111 -2.32968
C 2.96253 1.55977 -0.36118
C -2.46658 -1.17977 -0.64409
C -1.40972 -0.26273 -0.39773
F -4.50906 -0.44818 5.58774
C 2.35951 1.33763 -1.77215
C -2.46779 -3.36954 0.73968
N 0.73110 3.45406 -2.36489
C 4.91251 -0.64382 -1.02778
H -4.86590 0.32574 0.28949
C -6.30718 -3.13329 3.02856
C 3.68524 1.76199 2.82050
C 4.82864 2.26977 3.40416
H 2.64745 2.05137 2.91309
H 0.98851 -1.58152 1.69110
C -0.80876 1.04799 -5.46048
H -4.26891 1.69584 1.24556
H 6.05325 -1.90512 -2.43048
H 4.02424 1.84859 -0.44993
H 2.30830 0.88086 -4.29828
H 4.87320 3.10619 4.09202
H -1.31549 -2.94220 -1.06389
H 2.48800 0.29444 -2.10446
H 5.93201 -0.24304 1.50068
H -1.61340 1.04037 -6.18089
H -3.50303 -3.74380 0.79393
F -5.48736 -1.96149 1.15978
C 1.49577 5.40167 -3.23724
H -1.81651 1.39757 -3.46905
C -5.84169 -2.35420 5.27240
H -1.51461 0.73993 -0.83460
N 4.03562 0.69000 1.97853
H -0.84291 -1.35624 3.11789
C 1.25775 0.97700 -4.52045
H 4.79272 -3.95988 -1.17378
H 2.08262 6.11069 -3.80712
C -4.78033 -1.23619 3.34951
P 2.83701 0.12575 0.79882
C 5.93961 1.49891 2.91877
C 4.66951 -2.90113 -0.96544
C -6.44811 -3.27005 4.41076
C 5.34616 -1.82630 -1.61787
C -3.96877 0.94509 0.49528
C 1.65030 4.02363 -3.25258
F -6.03027 -2.47419 6.60434
H -0.82154 4.25981 -1.12991
H 2.34099 3.41208 -3.81428
C 0.58671 0.87979 -5.72951
C -5.53682 -2.11315 2.51114
H 0.15625 -2.75658 0.67996
C -2.21837 -2.51648 1.94566
Ru -2.51579 -0.21948 1.32609
C -0.02867 4.49512 -1.82333
H 1.04487 0.71865 -6.69558
C -0.94681 1.24462 -4.09057
H -3.67072 1.43859 -0.44580
H -3.04840 -3.08859 -1.30683
C 5.43025 0.53970 2.04952
C 0.06142 -1.75495 1.12267
C -2.28778 -2.67132 -0.63083
N 3.94452 -0.95078 -0.06116
F -7.14443 -4.30395 4.91077
H 3.15980 -2.79728 0.69788
H 2.45447 2.38917 0.16278
C 3.82724 -2.35027 -0.01998
C -1.09220 -1.68484 2.10077
H 6.97918 1.64435 3.17116
P 0.55997 1.74783 -1.85276
H -3.29569 -0.80968 -1.25953
O -3.86884 -0.40371 2.95991
C -5.06986 -1.34040 4.75169
H 0.48920 0.19202 0.35527
H -2.77058 -2.81845 2.84527
F -6.93384 -4.00633 2.20916
C -0.03132 -0.71398 -0.00017
H 0.05875 6.68706 -2.07602
H 5.21184 0.36998 -1.21639
H 0.51317 -1.08453 -0.88067
*
```


No. 3
Formula: C33H35IIrN2O4
Source: OMol25
Level of theory: wB97M-V/def2-TZVPD

The electronic energy is -2090.48542 Eh. The HOMO-LUMO gap (alpha / beta) is 6.85 / 4.80 eV. As for the expectation value of S²: 0.775. As for the LUMO energy (alpha / beta): -6.8 / -8.9 eV. The calculation puts the relative energy (zero: lowest compared OMol25 entry of this formula, charge and spin) at 0.6 kcal/mol. The highest occupied orbital energy (alpha / beta) comes out at -13.7 / -13.7 eV.

Geometry as ORCA input:
```
! wB97M-V def2-TZVPD RIJCOSX def2/J DEFGRID3
* xyz 2 2
C -0.92802 3.26753 -2.30409
H -0.81155 3.60905 -1.27596
H -2.47933 -0.59900 4.25352
H -1.94015 -4.91978 2.71000
H 2.32800 -2.44096 1.09622
C -0.83543 0.73235 2.65033
H 1.94711 5.11692 -5.89115
H -3.38608 -4.14924 2.07099
C 2.68135 4.37693 -5.58023
H 2.45056 -3.85377 0.05669
N 3.15507 2.35661 2.79196
I -2.67778 -0.87164 -0.89570
H -2.24797 -3.76358 -3.20888
O 1.47992 -0.23777 1.07332
H -2.22051 -3.21639 3.02221
H 2.47514 -2.24738 -0.66722
H -0.87547 -4.85710 -3.32991
H -2.90177 -4.72356 -0.26360
C -0.27535 3.21212 4.12749
H -1.39488 4.06642 -2.87625
H 3.85753 -0.29917 0.90772
C -1.69280 -4.54466 -2.68245
C 0.77555 2.45765 3.34343
C -1.18328 -4.02852 -1.36893
H 0.69581 -3.37482 -2.13405
C 2.13008 3.45855 -4.53049
Ir -0.28649 -0.66048 0.16777
C -0.31580 -3.00244 1.09253
H 3.78770 2.10833 -4.62346
C 2.93610 1.27973 2.05267
C -2.62926 -0.65142 2.11301
H 0.35923 4.61034 -4.19824
H 2.33043 3.82264 3.95498
C 2.35516 1.44272 -3.19471
H -2.36782 -5.38730 -2.54227
C -4.43413 -1.18988 3.60996
C -5.25415 -1.47959 2.52995
H -0.49820 2.66275 5.04737
C 1.59477 0.74001 1.87133
C 0.39944 2.90735 -2.91941
C -4.76287 -1.37913 1.23479
C -3.45557 -0.97511 1.04316
H -5.39775 -1.61885 0.39210
C 0.50014 1.33320 2.59454
C 3.19511 0.24077 -2.84571
H 2.84352 -0.64368 -3.37965
C -1.56617 -3.68457 1.01503
O -1.48434 3.33899 3.40580
H 3.55539 4.90690 -5.19715
H -1.49210 1.10488 3.42590
H 4.22836 0.41722 -3.13922
C 2.83407 2.31892 -4.15308
O -0.11878 1.22140 -0.56446
H -4.80814 -1.29471 4.61899
O 0.73102 -0.44422 -1.63017
H -1.51330 4.18946 2.95494
C 0.54447 -2.96861 -0.02305
C 2.11466 2.92479 3.38297
C 0.91882 3.73085 -3.90326
H 0.09932 -2.79547 2.07468
C 4.09222 0.66024 1.35557
C 2.03667 -2.84628 0.13157
H 3.17597 0.00490 -1.78244
H -1.61656 2.42177 -2.28947
C -2.32670 -3.99679 2.27193
C -1.96868 -4.17389 -0.19838
H -6.27451 -1.80018 2.68934
H 4.44174 1.34557 0.57698
C 0.04597 -3.43084 -1.26850
N -1.29141 -0.18313 1.87309
C 1.12204 1.74516 -2.57657
H 0.12309 4.17953 4.43612
H 3.00194 3.81591 -6.45795
H 4.91723 0.55960 2.06228
C 0.57867 0.82617 -1.59177
C -3.12624 -0.78026 3.40463
*
```